(1)
{"formula": "C17H43BrInN2O", "method": "ωB97M-V/def2-TZVPD", "lumo_energy_ev": 2.56, "orbital_gap_ha": 0.261, "total_charge": -1, "species": ["H", "H", "H", "H", "H", "H", "N", "H", "H", "H", "H", "H", "Br", "H", "H", "H", "C", "C", "C", "H", "H", "H", "C", "H", "C", "H", "H", "H", "H", "H", "C", "C", "H", "H", "C", "H", "H", "H", "H", "H", "C", "H", "C", "H", "H", "H", "H", "N", "C", "O", "In", "H", "H", "H", "C", "H", "C", "C", "H", "H", "H", "C", "C", "C", "H"], "coordinates": [[2.71122, 3.80584, -1.32954], [4.41929, 1.83066, -1.72928], [3.47106, 6.76413, -1.23463], [-5.22423, -4.99029, 4.66281], [5.88905, 4.52862, -1.76592], [3.85131, -2.82967, 0.90321], [4.05018, 4.29413, -2.82085], [-0.81148, -2.52955, -1.89900], [4.54953, 2.94948, -0.37405], [2.43382, -2.50035, -0.05916], [-8.04072, -4.15014, 3.81688], [4.40270, 5.54576, -0.35710], [-3.14671, -1.99811, -1.25854], [-3.48451, -4.83782, 3.17104], [5.87552, 3.37992, -3.09989], [-6.81053, -1.86025, 3.25656], [5.27673, 3.75639, -2.26521], [5.03642, 2.61274, -1.28942], [3.04658, 4.70113, -1.85772], [2.69340, 5.77072, -0.01269], [3.92147, -3.14475, -0.80875], [0.33899, -1.59428, 0.22875], [-3.97914, -4.00731, 2.65569], [-7.40169, -5.79704, 3.70831], [3.51559, -2.46536, -0.06643], [4.80749, 4.60849, -4.70677], [-1.20465, -3.28770, -0.33116], [4.38218, 7.22426, -3.18015], [5.26601, 6.94905, -4.67227], [-7.56628, -5.00279, 5.27937], [-0.57492, -1.22148, -0.23064], [-6.23552, -3.44270, 1.85201], [-1.03963, 0.01402, -1.96228], [-3.64151, -1.84919, 2.55385], [4.99852, 6.49991, -3.71206], [1.92574, -1.85824, -2.91365], [4.79387, -1.06552, -1.10693], [2.16829, 5.04442, -2.41029], [-7.19476, -3.95689, 1.74085], [-3.75799, -2.47541, 4.20651], [-1.25166, -2.38434, -0.92185], [-1.21600, -0.88382, 0.58483], [4.05533, -1.03216, -0.29184], [-5.65724, -1.33741, 2.02429], [-5.77574, -3.48563, 0.86241], [5.99263, 2.16944, -1.00369], [-7.33795, -1.60220, 1.59854], [-5.41260, -4.22317, 2.76029], [-5.88800, -4.30718, 4.12585], [3.09702, -0.04267, -0.48613], [1.78817, -0.26331, -2.10807], [5.92231, 6.35531, -3.15081], [1.96027, 1.03245, -3.32086], [3.28271, 5.39073, -4.39773], [-3.40405, -2.69451, 3.19770], [-0.24567, 0.84320, -0.63655], [3.43529, 5.75868, -0.81434], [-7.30827, -4.84410, 4.23088], [4.62436, -0.76703, 0.60882], [-5.83498, -3.34168, 4.65504], [-2.31540, -2.76326, 3.24127], [-0.26642, -0.08290, -1.20743], [4.25707, 5.17625, -3.94907], [-6.51647, -1.97857, 2.21199], [-3.69539, -4.10690, 1.60500]], "forces_ev_per_a": [[0.06, -0.02, -0.01], [-0.08, 0.02, 0.04], [0.08, 0.00, -0.02], [0.08, 0.04, -0.03], [0.03, 0.00, -0.02], [-0.01, -0.10, 0.19], [0.07, 0.21, -0.09], [0.03, -0.21, -0.19], [-0.03, -0.04, 0.01], [-0.23, 0.04, -0.21], [0.00, 0.00, -0.01], [0.01, -0.04, -0.01], [-0.07, -0.15, 0.05], [-0.08, -0.01, 0.06], [-0.02, 0.06, -0.06], [0.00, -0.03, 0.01], [0.01, -0.11, 0.16], [0.09, 0.03, -0.07], [-0.17, -0.16, 0.15], [-0.01, -0.02, -0.01], [-0.25, -0.21, -0.23], [0.16, -0.14, 0.11], [0.24, -0.06, -0.03], [0.01, 0.01, -0.04], [0.57, 0.18, 0.22], [0.04, -0.03, 0.05], [-0.24, -0.28, 0.00], [0.01, -0.02, 0.07], [0.00, -0.01, 0.00], [0.00, 0.01, 0.00], [-0.38, 0.30, -0.37], [-0.21, 0.01, -0.12], [-0.20, 0.01, -0.14], [-0.03, 0.01, 0.01], [-0.03, 0.07, -0.08], [0.17, 0.05, 0.23], [0.02, 0.01, -0.16], [0.05, 0.03, -0.07], [0.01, -0.01, 0.07], [-0.02, -0.01, 0.01], [0.34, 0.32, 0.16], [-0.10, -0.06, 0.23], [-0.12, 0.19, 0.34], [0.02, -0.01, 0.06], [0.11, 0.01, 0.04], [0.00, 0.01, 0.01], [0.00, -0.02, -0.01], [0.08, -0.05, -0.05], [-0.10, 0.04, 0.03], [-0.16, -0.33, -0.26], [-0.79, 0.11, -0.59], [0.00, -0.03, 0.02], [0.22, -0.02, 0.23], [-0.03, 0.00, 0.06], [0.05, 0.02, -0.04], [-0.03, 0.28, -0.06], [-0.07, 0.07, -0.01], [-0.02, 0.01, 0.05], [0.16, 0.08, 0.06], [-0.01, -0.02, 0.04], [0.00, -0.01, -0.01], [0.85, -0.09, 0.46], [0.00, -0.05, -0.12], [0.01, 0.05, -0.06], [-0.08, 0.04, -0.04]]}



(2)
{"formula": "C17H43NO9", "method": "ωB97M-V/def2-TZVPD", "lumo_energy_ev": 0.27, "smiles": "CC1(C)CCCC(C)(C)N1O.OCCO.OCCO.OCCO.OCCO", "orbital_gap_ha": 0.301, "species": ["C", "H", "O", "H", "C", "H", "H", "H", "H", "C", "O", "C", "N", "H", "H", "H", "H", "H", "C", "H", "H", "H", "C", "H", "C", "H", "H", "O", "H", "H", "C", "O", "O", "H", "H", "H", "C", "H", "C", "H", "H", "H", "C", "H", "H", "C", "H", "H", "H", "C", "H", "H", "O", "H", "O", "H", "H", "C", "H", "H", "C", "H", "H", "C", "O", "H", "O", "H", "H", "C"], "coordinates": [[-3.30862, -3.21288, 0.26139], [-1.20609, 0.27530, 0.50852], [7.92560, 1.94760, 1.94335], [-3.64406, -0.19543, 0.34054], [1.13901, -2.66041, -4.87370], [-4.75476, 3.75523, -0.38054], [7.02039, 2.47343, 0.12240], [0.73260, -4.61782, -4.43268], [2.54599, -2.79617, 1.89016], [-1.40386, 2.00220, 1.82118], [1.46576, -2.55916, -3.50841], [-3.94987, 3.93490, 0.34356], [-1.69490, 3.15197, 0.93248], [-1.52029, 3.02897, 3.73545], [-3.76721, 5.01025, 0.35536], [-1.25709, 3.34418, -1.66202], [8.68075, 2.35710, 1.52076], [1.99809, -2.79660, -5.54457], [-2.14590, 3.89809, -1.35678], [0.50175, 0.99414, 2.38453], [-3.57549, -3.10675, -0.79661], [-4.11432, 1.20271, 1.24040], [-1.97715, 2.17548, 3.21316], [-2.05547, -0.04046, 2.02975], [-1.92716, 0.68178, 1.21582], [3.31195, -2.93327, -0.44776], [-1.56587, -1.90080, 0.14638], [-1.04766, -3.64576, -4.42369], [0.68596, -1.73742, -5.25782], [-0.40377, 4.42502, 1.04600], [-1.82314, -2.91397, 0.44586], [2.84815, -0.99512, -0.18378], [-1.53921, -2.99603, 1.85115], [-3.02183, 2.50177, 3.20847], [-3.34731, -5.13087, 0.41660], [4.75382, -0.21571, -0.05320], [-3.32155, 0.81794, 0.59779], [-4.40526, 3.67340, 1.30110], [-2.69441, 3.15271, -0.12428], [-2.17511, -3.55692, 2.30767], [0.44921, 2.82370, 2.35625], [0.60258, 1.85185, 0.91331], [6.81673, 1.97241, 1.07549], [1.21131, -3.63357, 1.01236], [-1.84360, 1.36925, 3.93457], [-3.11474, 1.76134, -0.59359], [5.99732, 2.59938, 1.45407], [5.98292, 0.09179, 1.77921], [-2.91942, 3.98088, -2.12059], [0.20752, -3.86910, -5.04427], [2.23728, -0.53534, 0.41338], [1.65774, -1.64295, -3.28724], [-3.69326, -4.39537, 0.94027], [0.10708, -2.05893, 1.84647], [0.90252, -1.61566, 1.50314], [-0.91345, -2.97758, -3.74391], [7.13844, -0.06800, 0.51258], [2.41698, -2.36781, -0.17986], [-2.30808, 1.42290, -1.25223], [-3.90447, -2.41774, 0.71339], [1.75937, -2.69775, 1.13660], [-1.18031, -3.64855, -0.04639], [-4.02923, 1.68820, -1.18841], [6.30581, 0.56808, 0.84858], [5.36784, 0.51201, -0.22480], [0.13594, -4.20070, -6.07436], [-1.30202, 4.42067, 1.40092], [-1.87516, 4.92492, -1.10845], [1.70915, -2.54079, -1.00375], [0.11549, 1.88987, 1.89328]], "forces_ev_per_a": [[0.05, 1.28, -0.13], [-0.12, 0.04, -0.24], [0.04, 0.04, 0.31], [-0.11, 0.17, -0.49], [-0.46, -0.03, -1.56], [0.10, 0.20, -0.08], [0.37, -0.43, -0.12], [-0.07, -0.41, -0.48], [-0.15, -0.21, 0.18], [0.33, -0.41, -0.47], [-0.02, 0.09, 0.26], [-0.78, 0.10, -0.56], [0.10, -2.19, -0.60], [0.27, -0.02, -0.37], [0.12, -0.05, 0.10], [-0.06, 0.18, -0.49], [0.01, 0.02, -0.07], [0.30, -0.23, 0.44], [0.01, 0.03, 0.65], [-0.28, 0.21, 0.54], [-0.01, -0.82, -0.10], [0.33, 0.17, 0.37], [-0.30, 1.56, 1.16], [0.63, 0.06, 0.09], [-1.25, 0.25, 1.12], [-0.15, -0.35, 0.48], [-0.03, -0.04, -0.28], [-0.38, 0.06, -0.59], [-0.32, -0.06, 0.25], [0.01, 0.67, 0.20], [-0.66, -0.60, 1.19], [-0.17, -0.25, 0.24], [0.59, 0.54, 0.06], [-0.14, -0.53, -0.25], [-0.16, -0.10, 0.25], [-0.22, 0.19, -0.17], [1.23, -0.07, -0.83], [0.52, -0.28, 0.16], [-1.55, 1.78, 0.28], [-0.10, -0.16, -0.29], [0.45, -0.38, 0.33], [-0.47, 0.10, -0.24], [-0.97, 0.56, -0.58], [-0.03, -0.03, 0.28], [-0.02, -0.44, -0.49], [-0.02, -1.09, 0.40], [0.15, -0.16, 0.52], [-0.46, 0.34, 0.02], [0.17, -0.33, -0.21], [1.16, 0.60, 1.72], [0.06, 0.08, -0.22], [0.12, -0.02, 0.00], [0.24, -0.21, -0.79], [-0.10, 0.47, 0.13], [-0.23, -0.78, -0.10], [0.08, -0.09, 0.06], [0.32, 0.28, 0.30], [0.01, 0.80, -0.97], [-0.02, -0.47, 0.17], [0.21, 0.03, 0.33], [0.80, 0.04, -0.02], [-0.10, 0.06, -0.37], [0.08, 1.00, -0.14], [0.91, -1.13, -0.99], [-0.27, 0.33, 0.74], [-0.39, 0.11, -0.06], [0.08, -0.68, -0.23], [0.15, -0.07, 0.13], [-0.02, 0.19, 0.14], [0.62, 0.46, -0.04]]}



| no. | DFT total energy (eV) | largest force on an atom (eV Å⁻¹) |
| --- | --- | --- |
| 1 | -98569.5496 | 1.0 |
| 2 | -38239.8637 | 2.4 |